A structure of composition C19H58BaFeN2O17P. Source: OMol25; level of theory: ωB97M-V/def2-TZVPD.

Summary:
E_HOMO (spin up / spin down): -11.427 / -11.066 eV
Orbital gap (spin up / spin down): 8.15 / 7.79 eV
E: -3777.887207 a.u.
E_LUMO (spin up / spin down): -3.3 / -3.3 eV

```
! wB97M-V def2-TZVPD RIJCOSX def2/J DEFGRID3
* xyz 1 5
Fe 1.53 0.01 -0.18
Ba -1.17 3.19 -2.09
P -0.67 0.83 0.10
O -0.38 -0.72 0.26
O 0.12 1.11 -1.24
O 0.51 1.34 1.01
O -1.97 1.58 0.24
C 1.74 4.61 0.58
O 0.80 3.81 -0.12
H 2.17 5.36 -0.08
H 1.30 5.10 1.46
H 2.59 3.98 0.86
H 0.79 2.93 0.32
C -2.65 4.96 1.60
O -2.48 4.18 0.40
H -3.54 4.63 2.14
H -1.76 4.86 2.21
H -2.78 6.00 1.30
H -2.57 3.26 0.67
C -4.55 1.38 2.45
O -4.78 -0.02 2.34
H -4.17 1.83 1.52
H -5.52 1.81 2.65
H -3.85 1.52 3.28
H -3.93 -0.44 2.12
C 5.22 0.16 1.98
C 4.00 0.45 1.10
C 4.36 0.88 -0.32
O 3.13 1.27 -0.93
C 3.28 2.00 -2.14
N 3.05 -0.71 1.16
H 5.70 -0.78 1.69
H 4.91 0.05 3.02
H 5.95 0.96 1.94
H 3.49 1.28 1.60
H 4.92 0.13 -0.88
H 4.99 1.77 -0.21
H 2.31 2.09 -2.62
H 3.99 1.52 -2.81
H 3.71 2.98 -1.89
H 3.61 -1.55 1.02
H 2.84 -0.81 2.16
C 3.13 -1.66 -3.81
C 1.91 -1.14 -3.06
C 0.61 -1.71 -3.57
O 0.63 -3.09 -3.50
C -0.65 -3.71 -3.61
N 2.04 -1.49 -1.60
H 4.05 -1.19 -3.47
H 3.01 -1.47 -4.88
H 3.24 -2.74 -3.69
H 1.92 -0.05 -3.15
H 0.50 -1.33 -4.60
H -0.25 -1.29 -3.02
H -1.01 -3.60 -4.63
H -1.33 -3.22 -2.90
H -0.56 -4.75 -3.32
H 2.98 -1.85 -1.42
H 1.49 -2.36 -1.54
C -0.66 1.57 4.20
C 0.68 0.90 4.49
O 1.13 0.10 3.39
O -0.53 2.55 3.18
H -1.04 2.05 5.10
H -1.36 0.80 3.86
H 0.66 0.30 5.40
H 1.41 1.71 4.63
H 0.82 0.50 2.55
H -0.40 2.08 2.33
C -2.96 0.37 -3.31
C -4.14 0.98 -2.58
O -3.78 1.92 -1.59
O -2.13 1.31 -4.01
H -3.32 -0.43 -3.96
H -2.32 -0.17 -2.61
H -4.68 0.13 -2.15
H -4.77 1.51 -3.29
H -3.29 1.56 -0.81
H -1.67 0.82 -4.69
C -3.17 -2.44 1.16
C -3.53 -1.87 -0.19
O -2.48 -2.03 -1.15
O -2.34 -1.57 1.94
H -2.69 -3.42 1.08
H -4.09 -2.55 1.75
H -3.85 -0.82 -0.10
H -4.42 -2.35 -0.59
H -1.69 -1.62 -0.78
H -1.66 -1.15 1.39
C 0.79 -3.58 1.51
C 0.51 -5.03 1.84
O 1.33 -5.94 1.15
O 0.31 -3.28 0.20
H 1.87 -3.41 1.59
H 0.23 -2.97 2.24
H -0.55 -5.23 1.63
H 0.60 -5.21 2.91
H 1.21 -5.83 0.20
H 0.01 -2.36 0.21
*
```